95
Properties=species:S:1:pos:R:3:forces:R:3:lowdin_charge:R:1 method="wB97M-V/def2-TZVPD" charge=-2 total_energy_ha=-7273.7157 max_force_ev_per_a=0.965 multiplicity=2 e_above_lowest_ev=0.000 gap_ev="5.38 / 6.18"
Ti -0.20162 -0.83973 -0.31982 -0.410 -0.223 -0.845 0.449
C 7.56922 3.44005 0.94658 0.009 0.004 0.003 -0.121
C 7.16748 2.73018 2.07190 0.008 0.006 0.010 -0.109
C 6.03848 1.92882 2.01920 -0.003 0.019 -0.001 -0.121
C 5.27033 1.83205 0.85625 0.001 0.047 0.025 -0.381
C 5.68549 2.54886 -0.26349 -0.003 0.022 -0.009 -0.083
C 6.82645 3.34192 -0.22015 0.008 0.008 -0.006 -0.102
P 3.80569 0.70436 0.92507 0.069 -0.034 -0.031 1.068
C 3.30147 0.77947 -0.83457 -0.023 -0.100 -0.015 -0.396
C 2.40592 1.72075 -1.32956 0.190 0.027 0.105 -0.084
C 2.09067 1.74248 -2.68236 -0.008 0.023 -0.112 -0.070
C 2.67890 0.83661 -3.55284 -0.025 0.007 0.027 -0.107
C 3.56455 -0.11679 -3.06278 0.011 -0.020 -0.009 -0.106
C 3.86497 -0.14849 -1.70971 -0.024 -0.114 -0.013 -0.122
C 2.57990 1.80851 1.71287 0.023 0.077 -0.046 -0.408
C 2.79020 3.16455 1.97239 0.017 -0.075 -0.031 -0.100
C 1.83965 3.91627 2.64099 -0.022 0.033 -0.009 -0.111
C 0.66510 3.30747 3.07003 -0.032 0.065 -0.026 -0.102
C 0.43658 1.97163 2.80416 -0.114 -0.039 -0.119 -0.113
C 1.36975 1.20829 2.09393 -0.027 -0.049 0.335 -0.665
H 8.45496 4.06339 0.98095 0.002 -0.001 -0.001 0.087
H 7.73929 2.79715 2.99016 0.002 0.001 0.000 0.091
H 5.73376 1.36814 2.89678 0.003 -0.005 -0.001 0.100
H 5.10632 2.49508 -1.17724 0.005 -0.004 0.004 0.098
H 7.12831 3.89320 -1.10330 0.003 -0.001 0.000 0.093
H 1.92971 2.43606 -0.66868 0.094 -0.165 -0.148 0.088
H 1.36864 2.46665 -3.04046 0.004 -0.037 0.049 0.101
H 2.43314 0.85592 -4.60886 -0.023 -0.012 0.007 0.093
H 4.00548 -0.84607 -3.73280 0.011 -0.008 -0.003 0.091
H 4.53312 -0.90942 -1.31999 0.005 -0.015 -0.001 0.096
H 3.70499 3.64140 1.64265 0.032 -0.010 0.007 0.094
H 2.01067 4.97132 2.81860 0.009 0.004 0.021 0.086
H -0.08180 3.88333 3.60579 0.010 -0.008 0.013 0.093
H -0.46808 1.47638 3.13497 -0.051 0.010 -0.012 0.094
S 0.23761 -4.05783 3.05713 -0.028 0.004 0.023 -0.319
Sb -1.75044 -2.98288 2.71324 -0.015 -0.013 0.032 0.050
S 1.08040 -0.50472 1.84443 0.241 0.011 -0.136 0.564
S -1.90047 -2.27456 0.37638 -0.153 0.061 0.094 -0.014
S -2.48967 -1.42062 4.22162 0.021 0.081 -0.130 -0.367
N -3.00472 1.12632 1.23822 -0.008 -0.131 0.172 0.028
C -3.01409 2.48694 0.77564 0.044 0.047 -0.013 -0.280
C -2.35755 2.61330 -0.60420 0.023 -0.005 0.080 -0.106
C -0.87867 2.24957 -0.65201 -0.220 -0.138 -0.328 -0.594
O -0.04495 3.08018 -0.98049 -0.296 0.264 0.204 0.025
O -0.61652 1.00861 -0.39839 0.114 0.284 0.252 -0.208
H -3.56626 0.48325 0.70043 0.044 -0.064 -0.043 0.042
H -3.14872 0.97558 2.22624 -0.001 0.013 -0.014 0.037
H -2.45169 3.09393 1.49017 0.035 0.016 0.018 0.107
H -4.01626 2.94683 0.70333 -0.018 -0.006 0.004 0.093
H -2.45973 3.63552 -0.97039 0.021 0.009 0.002 0.112
H -2.87716 1.94753 -1.30060 0.221 0.184 0.165 0.059
N 1.16655 -3.16702 -1.64603 0.060 -0.136 -0.023 0.003
C 1.93000 -4.26501 -1.63964 0.010 0.031 -0.017 -0.100
C 2.60417 -4.28077 -0.43534 0.040 0.008 0.013 -0.064
C 2.16726 -3.13071 0.23750 0.033 0.003 -0.007 -0.186
N 1.29691 -2.47074 -0.51313 0.022 0.073 0.045 -0.086
H 0.49660 -2.77982 -2.30652 -0.063 0.039 0.011 0.106
H 1.93970 -4.94255 -2.47700 -0.006 -0.001 0.005 0.106
H 3.29499 -5.02491 -0.08028 -0.005 0.002 0.002 0.086
H 2.41788 -2.75234 1.21440 0.002 -0.029 -0.002 0.053
O -0.40914 -1.11955 -1.97743 0.318 0.053 0.723 -0.583
As -1.82270 0.30158 -3.67906 -0.284 0.008 -0.311 1.389
C -2.95795 1.20412 -5.08205 0.241 0.150 0.182 -0.377
C -2.24896 1.85842 -6.09440 -0.010 -0.051 0.021 -0.137
C -2.88995 2.63810 -7.04272 0.015 0.003 -0.015 -0.109
C -4.26929 2.80160 -6.99066 0.005 0.043 -0.029 -0.122
C -4.98672 2.16655 -5.99174 -0.038 -0.028 0.034 -0.106
C -4.33611 1.37723 -5.04716 -0.100 -0.159 -0.038 -0.107
C -1.18647 -1.07240 -4.94511 -0.022 -0.017 0.055 -0.376
C -1.97758 -1.54344 -5.99062 0.022 0.020 0.009 -0.113
C -1.50189 -2.51640 -6.85846 0.013 -0.019 -0.018 -0.101
C -0.22398 -3.03454 -6.69228 -0.010 -0.009 -0.001 -0.113
C 0.57091 -2.57351 -5.65238 -0.002 0.001 0.003 -0.092
C 0.09119 -1.59922 -4.78432 0.043 -0.030 -0.041 -0.125
C -3.26148 -0.73452 -2.84301 0.093 -0.036 0.070 -0.375
C -3.28828 -2.12507 -2.87623 -0.036 0.035 -0.058 -0.123
C -4.26863 -2.83088 -2.19528 -0.026 0.004 -0.008 -0.113
C -5.23460 -2.15873 -1.46133 0.005 -0.030 -0.012 -0.108
C -5.20564 -0.77460 -1.40268 -0.016 -0.003 0.011 -0.098
C -4.22127 -0.07150 -2.08315 -0.039 0.040 -0.011 -0.155
H -1.16978 1.74631 -6.14508 0.006 0.018 0.022 0.096
H -2.31205 3.12770 -7.81804 -0.003 0.006 -0.005 0.092
H -4.77523 3.42511 -7.71832 0.000 -0.016 -0.011 0.088
H -6.06347 2.28065 -5.93863 -0.005 0.007 -0.011 0.092
H -4.92751 0.86956 -4.29364 0.040 0.050 0.004 0.083
H -2.97912 -1.15198 -6.12573 0.009 0.000 0.000 0.102
H -2.13418 -2.87348 -7.66327 0.003 -0.010 0.003 0.092
H 0.14605 -3.79840 -7.36620 0.003 0.002 -0.003 0.090
H 1.56612 -2.97758 -5.50444 0.006 0.010 -0.016 0.096
H 0.69114 -1.26498 -3.94856 0.053 0.091 -0.039 0.064
H -2.52183 -2.66424 -3.41704 0.014 -0.013 0.010 0.099
H -4.25363 -3.91392 -2.20829 0.002 0.011 0.004 0.100
H -5.98217 -2.71192 -0.90668 0.006 -0.002 0.004 0.097
H -5.93203 -0.23880 -0.80359 -0.013 0.009 0.006 0.100
H -4.19337 1.01012 -1.99679 -0.166 -0.177 -0.117 0.082